Record 1
Below is one molecule with the formula C22H24FN3O2, with properties calculated with ωB97M-V/def2-TZVPD.

Gap between HOMO and LUMO: 8.43 eV
Relative energy (zero: lowest compared OMol25 entry of this formula, charge and spin): 131.0 kJ/mol
F_max: 0.7 eV/Å
Multiplicity: 1
SMILES string: COc1ccc2[nH]c(C(=O)N3CCCN(Cc4ccc(F)cc4)CC3)cc2c1
E_tot: -34486.6064 eV
HOMO level: -7.81 eV

Structure (XYZ):
```
52
C22H24FN3O2 ωB97M-V/def2-TZVPD
C 7.22 1.14 -4.02
O 5.83 1.14 -3.80
C 5.32 0.38 -2.78
C 3.95 0.43 -2.62
C 3.36 -0.31 -1.60
C 4.17 -1.10 -0.75
C 5.55 -1.15 -0.91
C 6.11 -0.41 -1.93
H 7.18 -0.44 -2.06
H 6.17 -1.76 -0.26
N 3.35 -1.71 0.14
C 2.04 -1.36 -0.10
C 2.02 -0.49 -1.17
H 1.18 0.02 -1.61
C 1.09 -1.95 0.86
O 1.56 -2.47 1.87
N -0.24 -1.97 0.62
C -1.10 -2.56 1.63
H -1.36 -3.58 1.33
C -2.37 -1.76 1.89
H -2.75 -2.04 2.87
H -3.14 -2.00 1.15
C -2.16 -0.24 1.84
N -2.37 0.28 0.50
C -1.22 0.08 -0.37
C -0.89 -1.41 -0.54
H -0.24 -1.54 -1.41
H -1.81 -1.96 -0.72
H -0.33 0.60 0.02
H -1.47 0.50 -1.35
C -2.79 1.67 0.51
C -4.15 1.82 1.14
C -5.16 0.93 0.80
C -6.43 1.06 1.34
C -6.67 2.09 2.23
C -5.68 2.99 2.59
C -4.42 2.85 2.03
H -3.64 3.54 2.30
H -5.90 3.78 3.28
F -7.90 2.22 2.77
H -7.22 0.37 1.09
H -4.94 0.14 0.10
H -2.06 2.32 1.04
H -2.84 2.01 -0.53
H -1.16 0.01 2.23
H -2.90 0.23 2.49
H -0.50 -2.62 2.54
H 3.59 -2.31 0.91
H 3.36 1.04 -3.29
H 7.76 1.53 -3.15
H 7.59 0.15 -4.27
H 7.38 1.81 -4.87
```

Record 2
Below is a 9-piece molecular cluster, C14H30Cl16O5 overall at a distorted geometry, with properties calculated with ωB97M-V/def2-TZVPD.

Gap between HOMO and LUMO: 9.55 eV
F_max: 2.3 eV/Å
Multiplicity: 1
SMILES string: ClC(Cl)(Cl)Cl.ClC(Cl)(Cl)Cl.ClC(Cl)(Cl)Cl.ClC(Cl)(Cl)Cl.CCO.CCO.CCO.CCO.CCO
E_tot: -225597.7639 eV
HOMO level: -9.76 eV

Structure (XYZ):
```
65
C14H30Cl16O5 ωB97M-V/def2-TZVPD
C 3.63 2.52 -0.06
C 2.37 2.80 0.79
O 1.90 1.53 1.35
H 4.42 2.14 0.56
H 3.93 3.45 -0.55
H 3.45 1.87 -0.89
H 1.57 3.22 0.14
H 2.56 3.53 1.64
H 2.67 0.95 1.57
C -3.00 -1.19 1.24
C -2.60 -0.25 2.40
O -3.43 0.86 2.52
H -3.08 -0.61 0.32
H -4.00 -1.56 1.53
H -2.30 -2.03 1.15
H -1.60 0.16 2.32
H -2.68 -0.77 3.36
H -3.35 1.44 1.77
C -1.31 3.44 3.45
C -1.40 2.47 4.65
O -1.84 3.14 5.81
H -1.07 2.96 2.49
H -0.59 4.23 3.59
H -2.30 3.92 3.29
H -0.38 1.96 4.72
H -2.22 1.71 4.48
H -1.15 3.69 6.22
C 0.12 3.23 -3.97
C 0.38 2.06 -3.05
O -0.85 1.40 -2.88
H -0.03 3.02 -5.05
H 1.00 3.91 -3.89
H -0.64 3.97 -3.67
H 0.75 2.38 -2.08
H 1.23 1.41 -3.43
H -0.96 1.07 -1.94
C 1.28 -0.85 -0.93
C -0.11 -0.86 -0.25
O -0.55 0.50 -0.20
H 1.97 -0.21 -0.38
H 1.08 -0.49 -1.91
H 1.72 -1.84 -0.95
H -0.10 -1.19 0.78
H -0.79 -1.47 -0.80
H 0.13 0.99 0.27
C -1.45 -4.95 0.92
Cl -2.30 -4.61 2.44
Cl -2.56 -4.68 -0.39
Cl -0.08 -3.87 0.88
Cl -0.99 -6.72 0.95
C 0.06 -1.02 -6.49
Cl 1.42 -0.67 -5.39
Cl 0.62 -0.52 -8.11
Cl -0.29 -2.77 -6.50
Cl -1.39 -0.08 -6.11
C 2.14 -1.33 3.98
Cl 0.47 -1.06 3.55
Cl 2.33 -2.85 4.95
Cl 3.08 -1.44 2.45
Cl 2.86 -0.05 5.03
C 0.47 -5.20 -3.58
Cl 0.61 -3.50 -3.02
Cl -1.11 -5.40 -4.31
Cl 1.78 -5.67 -4.69
Cl 0.50 -6.26 -2.09
```

Record 3
Below is a 7-piece molecular cluster, C26H60FN6O6P overall at a distorted geometry, with properties calculated with ωB97M-V/def2-TZVPD.

Gap between HOMO and LUMO: 7.87 eV
F_max: 1.9 eV/Å
Multiplicity: 1
SMILES string: CCCCCPC[C@H](C)F.CNC(C)=O.CNC(C)=O.CNC(C)=O.CNC(C)=O.CNC(C)=O.CNC(C)=O
E_tot: -61168.3610 eV
HOMO level: -7.40 eV

Structure (XYZ):
```
100
C26H60FN6O6P ωB97M-V/def2-TZVPD
C 7.92 2.91 1.74
C 8.06 1.99 0.46
C 6.71 1.76 -0.28
C 5.85 0.58 0.25
C 5.80 0.41 1.80
P 4.68 1.58 2.74
C 3.01 1.68 1.88
C 3.10 2.52 0.54
C 2.30 3.86 0.62
F 2.71 1.79 -0.58
H 7.03 3.53 1.57
H 7.79 2.30 2.64
H 8.79 3.57 1.87
H 8.74 2.52 -0.24
H 8.51 1.02 0.71
H 6.98 1.50 -1.33
H 6.18 2.73 -0.33
H 4.82 0.61 -0.16
H 6.29 -0.35 -0.15
H 5.39 -0.60 1.99
H 6.81 0.41 2.25
H 5.23 2.90 2.66
H 2.61 0.67 1.69
H 2.33 2.24 2.53
H 4.16 2.80 0.44
H 3.03 4.67 0.82
H 1.51 3.88 1.38
H 1.91 4.06 -0.40
C -2.28 2.40 2.16
C -0.99 1.75 1.74
O 0.04 1.87 2.40
N -0.99 1.02 0.60
C -2.10 0.77 -0.31
H -2.13 2.95 3.08
H -2.61 3.10 1.39
H -3.05 1.65 2.33
H -0.09 0.62 0.39
H -2.25 -0.31 -0.37
H -1.83 1.14 -1.30
H -3.01 1.24 0.02
C -5.17 -1.77 0.89
C -5.00 -1.48 -0.58
O -4.61 -0.39 -0.99
N -5.31 -2.47 -1.45
C -5.79 -3.81 -1.16
H -4.88 -0.89 1.46
H -6.21 -2.00 1.12
H -4.52 -2.60 1.19
H -5.18 -2.20 -2.41
H -5.09 -4.53 -1.57
H -6.76 -3.94 -1.64
H -5.90 -3.98 -0.09
C 0.64 7.71 -0.73
C 2.04 7.49 -0.23
O 2.28 7.07 0.89
N 3.07 7.77 -1.08
C 3.00 8.28 -2.43
H -0.07 7.45 0.05
H 0.49 8.76 -0.99
H 0.44 7.09 -1.61
H 3.98 7.60 -0.68
H 3.49 7.56 -3.10
H 3.53 9.23 -2.49
H 1.97 8.42 -2.76
C -5.97 -7.96 -0.98
C -4.87 -7.29 -0.21
O -5.00 -6.18 0.28
N -3.70 -7.97 -0.06
C -3.36 -9.29 -0.56
H -6.83 -7.30 -1.01
H -5.65 -8.16 -2.01
H -6.27 -8.89 -0.50
H -3.01 -7.46 0.47
H -3.10 -9.93 0.29
H -2.49 -9.20 -1.21
H -4.18 -9.74 -1.11
C -2.83 5.89 2.76
C -2.08 7.13 2.37
O -1.76 7.34 1.21
N -1.75 8.01 3.34
C -2.04 7.93 4.76
H -3.01 5.29 1.88
H -2.24 5.30 3.47
H -3.80 6.15 3.21
H -1.25 8.82 3.00
H -2.63 8.80 5.06
H -1.09 7.95 5.32
H -2.58 7.03 5.01
C -0.33 -9.07 -4.90
C -1.43 -9.97 -4.41
O -2.58 -9.57 -4.25
N -1.12 -11.26 -4.13
C 0.17 -11.92 -4.25
H -0.73 -8.08 -5.07
H 0.47 -9.00 -4.15
H 0.08 -9.45 -5.84
H -1.90 -11.80 -3.81
H 0.08 -12.76 -4.95
H 0.46 -12.31 -3.28
H 0.94 -11.24 -4.61
```

Record 4
Below is one molecule with the formula C18H21N3O4S4 at a distorted geometry, with properties calculated with ωB97M-V/def2-TZVPD.

Gap between HOMO and LUMO: 8.71 eV
Relative energy (zero: lowest compared OMol25 entry of this formula, charge and spin): 0.0 kJ/mol
F_max: 1.0 eV/Å
Multiplicity: 1
SMILES string: CCOc1ccc2nc(NC(=O)[C@H](CCSC)NS(=O)(=O)c3cccs3)sc2c1
E_tot: -75008.2584 eV
HOMO level: -8.22 eV

Structure (XYZ):
```
50
C18H21N3O4S4 ωB97M-V/def2-TZVPD
C -2.16 -0.61 -7.92
C -2.45 -0.48 -6.43
O -1.32 -0.96 -5.73
C -1.33 -0.96 -4.38
C -2.39 -0.51 -3.60
C -2.25 -0.56 -2.22
C -1.09 -1.07 -1.60
C -0.04 -1.51 -2.40
C -0.17 -1.46 -3.77
H 0.63 -1.79 -4.41
H 0.85 -1.90 -1.94
N -1.12 -1.06 -0.24
C -2.21 -0.57 0.22
N -2.56 -0.42 1.53
C -1.76 -0.27 2.64
O -2.25 0.05 3.69
C -0.26 -0.51 2.48
N 0.44 0.64 3.03
S 0.34 1.96 2.01
O 0.58 3.14 2.77
O -0.84 1.88 1.20
C 1.73 1.64 0.97
C 1.76 0.98 -0.22
C 3.08 0.83 -0.71
C 4.00 1.38 0.12
S 3.30 2.08 1.52
H 5.07 1.40 -0.01
H 3.31 0.35 -1.64
H 0.88 0.63 -0.72
H 0.14 0.87 3.97
H -0.01 -0.55 1.42
C 0.16 -1.82 3.16
C 1.42 -2.39 2.54
H 1.67 -3.35 2.99
H 1.29 -2.51 1.46
S 2.86 -1.28 2.78
C 3.99 -2.07 1.60
H 3.59 -1.98 0.59
H 4.12 -3.12 1.86
H 4.93 -1.55 1.67
H -0.64 -2.55 3.04
H 0.31 -1.64 4.22
H -3.52 -0.12 1.69
S -3.39 -0.07 -1.00
H -3.30 -0.11 -4.03
H -2.64 0.57 -6.18
H -3.34 -1.07 -6.17
H -3.01 -0.26 -8.50
H -1.28 -0.03 -8.18
H -1.97 -1.65 -8.17
```

Record 5
Below is a 7-piece molecular cluster, C5H24N2O7 overall at a distorted geometry, with properties calculated with ωB97M-V/def2-TZVPD.

Gap between HOMO and LUMO: 9.65 eV
Relative energy (zero: lowest compared OMol25 entry of this formula, charge and spin): 443.6 kJ/mol
F_max: 5.3 eV/Å
Multiplicity: 1
SMILES string: CNC(=O)CN(C)C.O.O.O.O.O.O
E_tot: -22884.1956 eV
HOMO level: -9.30 eV

Structure (XYZ):
```
38
C5H24N2O7 ωB97M-V/def2-TZVPD
C -1.77 0.72 0.65
N -1.25 1.23 -0.69
C -2.30 1.06 -1.73
C -0.14 0.41 -0.95
C 1.10 1.02 -0.28
N 2.01 0.30 0.56
C 1.91 -1.16 0.82
O 1.53 2.15 -0.48
H -2.43 -0.13 0.69
H -2.43 1.39 1.33
H -0.97 0.44 1.43
H -2.25 0.16 -2.52
H -2.31 2.02 -2.25
H -3.29 0.86 -1.34
H -0.20 -0.71 -0.73
H 0.19 0.35 -2.11
H 2.25 0.96 1.27
H 2.17 -1.72 -0.15
H 0.96 -1.47 1.28
H 2.83 -1.47 1.32
H 0.20 -3.07 -2.52
H 1.15 -3.63 -1.45
O 0.24 -3.56 -1.72
H 2.85 -0.13 -1.43
H 3.17 -0.50 -2.92
O 2.70 -0.81 -2.12
H -0.26 4.33 0.37
H -0.73 2.94 0.66
O -0.78 3.75 1.13
H -0.55 -0.99 2.66
H -1.49 -1.97 2.11
O -0.91 -1.78 2.84
H 1.35 2.28 3.10
H 0.36 2.80 2.01
O 0.82 2.02 2.27
H -1.68 -3.37 -0.31
H -0.56 -2.24 -0.51
O -1.49 -2.46 -0.27
```

Record 6
Below is C23H72CuF6N30O19 as an isolated structure at a distorted geometry, with properties calculated with ωB97M-V/def2-TZVPD.

Gap between HOMO and LUMO (spin up / spin down): 8.57 / 4.28 eV
F_max: 10.3 eV/Å
Multiplicity: 2
E_tot: -169572.8051 eV
HOMO level (spin up / spin down): -8.84 / -8.84 eV

Structure (XYZ):
```
151
C23H72CuF6N30O19 ωB97M-V/def2-TZVPD
Cu -3.04 0.91 -5.35
C -4.01 7.95 -3.18
O -2.75 7.35 -2.78
O -5.07 6.96 -3.34
C -4.29 9.36 -2.53
F -3.26 10.04 -2.02
F -4.79 10.17 -3.49
F -5.14 9.36 -1.59
C -2.62 6.90 -1.43
C -1.26 6.32 -1.14
H -1.05 6.40 -0.07
H -1.10 5.29 -1.44
H -0.47 6.86 -1.67
H -3.32 6.07 -1.33
H -2.87 7.74 -0.78
H -3.70 8.26 -4.18
C -1.53 2.06 -2.97
O -1.44 2.18 -4.41
O -2.60 1.15 -2.75
C -0.10 1.73 -2.48
F 0.70 2.78 -2.58
F -0.11 1.44 -1.19
F 0.48 0.89 -3.28
C -1.10 3.54 -4.82
C -1.09 3.69 -6.29
H -2.12 3.48 -6.59
H -0.86 4.71 -6.59
H -0.45 3.00 -6.84
H -0.08 3.78 -4.53
H -1.77 4.32 -4.46
H -1.80 2.99 -2.47
C -2.50 1.92 -9.29
O -2.40 0.74 -9.07
N -3.52 2.68 -8.93
N -1.60 2.56 -9.98
H -4.36 2.30 -8.52
H -3.53 3.60 -9.34
H -1.80 3.50 -10.31
H -0.68 2.15 -10.07
C -4.97 3.57 -4.61
O -4.73 2.40 -4.95
N -5.93 4.38 -5.02
N -4.22 4.19 -3.74
H -5.77 5.25 -4.54
H -6.87 4.13 -5.30
H -4.45 5.11 -3.39
H -3.50 3.72 -3.19
C 1.64 0.92 1.50
O 0.97 0.84 2.54
N 2.21 -0.04 0.81
N 1.89 2.02 0.92
H 2.83 0.16 0.03
H 2.21 -0.99 1.13
H 2.43 1.93 0.07
H 1.36 2.87 1.06
C -0.47 -1.58 -5.29
O -0.77 -0.47 -5.72
N 0.03 -2.49 -5.91
N -0.88 -1.90 -4.16
H 0.45 -2.27 -6.81
H 0.28 -3.28 -5.34
H -1.44 -1.14 -3.80
H -0.41 -2.61 -3.63
C 0.75 -2.79 -1.52
O 0.97 -3.21 -2.67
N 0.74 -3.47 -0.44
N 0.26 -1.64 -1.25
H 1.12 -4.40 -0.45
H 0.78 -2.93 0.42
H 0.24 -0.97 -2.01
H -0.04 -1.38 -0.32
C 3.40 5.14 -0.31
O 4.35 5.78 -0.10
N 2.28 5.28 0.28
N 3.29 4.37 -1.36
H 1.43 4.78 0.09
H 2.11 5.96 1.00
H 2.51 3.85 -1.73
H 4.17 4.15 -1.81
C 4.01 0.76 -2.31
O 3.81 1.61 -1.53
N 5.13 0.51 -2.84
N 3.21 -0.27 -2.62
H 5.19 -0.29 -3.46
H 5.89 1.11 -2.55
H 2.20 -0.23 -2.68
H 3.62 -1.17 -2.80
C -1.45 3.58 1.43
O -0.25 3.73 1.05
N -2.00 4.16 2.52
N -2.28 2.71 0.97
H -1.35 4.63 3.14
H -3.00 4.10 2.65
H -3.19 2.64 1.41
H -1.85 2.00 0.39
C -3.76 -2.80 -2.07
O -3.00 -2.85 -1.15
N -4.12 -1.75 -2.75
N -4.46 -3.82 -2.36
H -4.53 -1.92 -3.66
H -3.48 -0.97 -2.72
H -4.24 -4.65 -1.82
H -5.26 -3.85 -2.97
C -0.12 7.09 -9.56
O -0.97 7.76 -10.13
N -0.52 6.01 -9.02
N 1.14 7.29 -9.53
H 0.15 5.26 -8.93
H -1.52 5.84 -9.07
H 1.51 7.92 -10.22
H 1.82 6.65 -9.15
C -5.14 1.36 -0.27
O -5.73 1.49 0.77
N -4.14 0.58 -0.36
N -5.35 2.09 -1.34
H -3.65 0.50 -1.24
H -3.92 0.12 0.51
H -4.59 2.02 -2.01
H -6.02 2.85 -1.42
C 3.27 -0.10 -5.96
O 2.91 -1.24 -5.96
N 2.50 0.88 -5.65
N 4.40 0.22 -6.49
H 1.71 0.54 -5.13
H 2.76 1.86 -5.72
H 4.44 1.15 -6.87
H 4.83 -0.58 -6.94
C 2.59 3.78 -8.72
O 1.65 4.40 -8.39
N 2.82 3.42 -9.93
N 3.65 3.65 -7.99
H 3.54 2.72 -9.94
H 1.97 3.25 -10.46
H 4.54 3.32 -8.33
H 3.66 4.12 -7.09
C 2.40 5.59 -5.22
O 3.25 4.78 -5.38
N 1.64 6.13 -6.10
N 1.87 5.85 -4.00
H 1.67 5.74 -7.03
H 0.99 6.83 -5.77
H 2.33 5.47 -3.19
H 1.20 6.61 -4.00
C -3.72 5.97 -7.74
O -3.40 5.64 -8.84
N -4.93 5.73 -7.30
N -2.98 6.59 -6.89
H -5.34 6.05 -6.44
H -5.15 4.79 -7.61
H -3.36 6.77 -5.98
H -2.00 6.36 -6.95
```

Record 7
Below is C8H9OTl as an isolated structure at a distorted geometry, with properties calculated with ωB97M-V/def2-TZVPD.

Gap between HOMO and LUMO (spin up / spin down): 3.92 / 3.92 eV
Total charge: +2
F_max: 5.5 eV/Å
Multiplicity: 1
E_tot: -15161.4387 eV
HOMO level (spin up / spin down): -16.29 / -16.29 eV

Structure (XYZ):
```
19
C8H9OTl ωB97M-V/def2-TZVPD
Tl 0.72 -0.29 -4.11
C -1.55 0.37 -1.71
C -0.17 -0.03 -1.25
O 0.72 -0.29 -2.06
C 0.11 -0.11 0.21
C 1.40 -0.49 0.63
C 1.71 -0.58 1.99
C 0.73 -0.29 2.94
C -0.55 0.08 2.54
C -0.86 0.17 1.18
H -1.57 0.38 -2.80
H -1.78 1.38 -1.36
H -2.29 -0.35 -1.36
H 2.17 -0.71 -0.11
H 2.71 -0.87 2.30
H 0.97 -0.36 4.00
H -1.31 0.30 3.28
H -1.87 0.46 0.90
H 0.72 1.22 -5.19
```

Record 8
Below is a 4-piece molecular cluster, C3H5N5 overall at a distorted geometry, with properties calculated with ωB97M-V/def2-TZVPD.

Gap between HOMO and LUMO: 8.07 eV
Relative energy (zero: lowest compared OMol25 entry of this formula, charge and spin): 1182.6 kJ/mol
F_max: 7.6 eV/Å
Multiplicity: 1
E_tot: -10630.6172 eV
HOMO level: -9.07 eV

Structure (XYZ):
```
13
C3H5N5 ωB97M-V/def2-TZVPD
C -1.59 0.77 1.32
C -0.40 -0.08 -0.47
C 0.62 -0.75 0.23
H -3.24 1.24 1.52
H -0.67 1.64 2.11
H -1.39 -1.07 1.47
H 0.46 -0.74 1.45
H 2.78 -0.45 -1.84
N -1.21 0.87 -0.11
N 1.82 -0.91 -0.14
N 1.92 -0.41 -1.39
N 1.03 -0.03 -2.23
N -0.16 -0.08 -1.91
```

- Which value of multiplicity does entry 5 give?
  1

- Look up the F_max of the seventh one.
  5.5 eV/Å

- Which value of multiplicity does entry 1 give?
  1